[1]
ORCA calculation (the ωB97M-V functional and the def2-TZVPD basis) on a molecular structure, C4H8N4O in a non-equilibrium geometry.

Output
E_HOMO in Eh: -0.3443

Atoms and positions in Å:
1 C 0.0998 1.9679 0.9503
2 C -1.4317 0.6729 0.8920
3 C 0.1589 -0.7083 -0.6876
4 C 2.0049 -1.8235 0.0713
5 H 0.3583 1.4020 -0.0563
6 H 0.7111 0.9420 1.5250
7 H 0.3525 2.9369 1.2952
8 H -0.8993 0.1043 1.6248
9 H -2.5719 0.2313 0.7727
10 H -0.8744 0.9060 -1.3487
11 H 0.6954 -2.3024 -1.8620
12 H -0.7580 -2.0264 -2.0576
13 N -0.8261 0.1918 -0.3985
14 N 0.3352 -1.2130 -2.0123
15 N 0.9710 -0.8802 0.3823
16 N 3.0579 -2.3166 -0.0968
17 O -1.3837 1.9155 1.0061

=====

[2]
ORCA calculation (the ωB97M-V functional and the def2-TZVPD basis) on a single C5H6N2O molecule in a non-equilibrium geometry.

Output
E_HOMO (spin up / spin down) in Eh: -0.3218 / -0.3107

Atoms and positions in Å:
1 C 0.8144 -1.5007 -0.1267
2 C -1.1437 1.6244 -0.2439
3 C -0.6452 -1.2576 -0.4179
4 C 0.9117 -0.0899 0.3993
5 C -0.6196 0.3131 0.2655
6 N -0.9602 -0.3120 1.3630
7 N 1.7983 0.7325 0.7293
8 O -1.4993 -1.7958 -1.0441
9 H 2.7441 0.3622 0.6257
10 H 1.3753 -1.6355 -1.0572
11 H 1.0491 -2.3053 0.5712
12 H -0.8220 2.4205 0.4296
13 H -0.7686 1.8373 -1.2464
14 H -2.2344 1.6068 -0.2475

=====

[3]
ORCA calculation (the ωB97M-V functional and the def2-TZVPD basis) on a single C17H23BrN2O4S molecule.

Output
E_HOMO in Eh: -0.3337
SMILES: O=C(NC[C@H]1CCCO1)[C@H]1CCCN(S(=O)(=O)c2ccc(Br)cc2)C1

Atoms and positions in Å:
1 O -0.1136 -0.0145 -1.2231
2 C -0.4651 -0.8212 -0.3834
3 N 0.3341 -1.1830 0.6418
4 C 1.6896 -0.7067 0.7842
5 C 2.7309 -1.7510 0.3307
6 C 2.7822 -1.8841 -1.2071
7 C 4.2257 -1.5064 -1.5605
8 C 4.6767 -0.7368 -0.3184
9 O 4.0214 -1.3722 0.7627
10 C -1.8370 -1.4957 -0.4579
11 C -2.3852 -2.0601 0.8560
12 C -2.6785 -0.9297 1.8414
13 C -3.6967 0.0197 1.2091
14 N -3.2214 0.4954 -0.0616
15 S -3.0701 2.1013 -0.3991
16 O -3.7851 2.8092 0.6236
17 O -3.4123 2.3137 -1.7732
18 C -1.3247 2.4564 -0.1988
19 C -0.5559 2.7408 -1.3090
20 C 0.8003 2.9703 -1.1593
21 C 1.3504 2.9031 0.1097
22 Br 3.2187 3.1695 0.3234
23 C 0.5798 2.6356 1.2311
24 C -0.7754 2.4105 1.0674
25 C -2.8634 -0.5007 -1.0320
26 H 0.0571 -1.9308 1.2554
27 H 1.7838 0.1943 0.1766
28 H 1.8789 -0.4582 1.8325
29 H 2.5039 -2.7062 0.8223
30 H 2.5376 -2.8942 -1.5300
31 H 2.0729 -1.1955 -1.6640
32 H 4.2944 -0.9065 -2.4641
33 H 4.8357 -2.4017 -1.6820
34 H 5.7483 -0.7952 -0.1287
35 H 4.3812 0.3188 -0.3799
36 H -1.7213 -2.3095 -1.1845
37 H -3.3206 -2.5801 0.6323
38 H -1.7110 -2.8003 1.2930
39 H -1.7605 -0.3842 2.0668
40 H -3.0825 -1.3310 2.7719
41 H -4.6493 -0.5104 1.0671
42 H -3.8816 0.8978 1.8271
43 H -1.0286 2.7681 -2.2768
44 H 1.4231 3.1819 -2.0145
45 H 1.0356 2.5987 2.2090
46 H -1.4127 2.2097 1.9140
47 H -3.7609 -1.0504 -1.3469
48 H -2.4493 0.0215 -1.8942

=====

[4]
ORCA calculation (the ωB97M-V functional and the def2-TZVPD basis) on 2 unconnected molecules or ions with the total composition C5H16N3 in a non-equilibrium geometry.

Output
Net charge: +1
E_HOMO in Eh: -0.5400

Atoms and positions in Å:
1 C -1.2590 -1.0109 -0.8578
2 C -0.8941 -2.0607 -1.8420
3 C -0.6331 1.3567 -0.5204
4 N -0.6070 0.2552 -1.2653
5 N -1.6971 1.5702 0.2634
6 N 0.1957 2.3695 -0.8098
7 H -2.3426 -0.8246 -0.9128
8 H -1.0459 -1.2406 0.1857
9 H 0.0977 -2.5262 -1.7487
10 H -0.9900 -1.7761 -2.8861
11 H 0.0930 0.2061 -1.9766
12 H -2.5119 1.0408 0.0243
13 H -1.7040 2.4052 0.7981
14 H 0.9560 2.2401 -1.4581
15 H -0.1076 3.2950 -0.5442
16 H -1.4818 -2.9716 -1.6829
17 C 1.3861 -0.9526 2.0545
18 C 2.0712 0.3807 1.8173
19 H 0.4426 -0.9153 2.6030
20 H 1.1996 -1.3864 1.0687
21 H 1.9809 -1.6817 2.6058
22 H 3.1369 0.2310 1.6212
23 H 1.9848 1.1575 2.5765
24 H 1.7294 0.8385 0.8862

=====

[5]
ORCA calculation (the ωB97M-V functional and the def2-TZVPD basis) on a single C4H10N2O2 molecule in a non-equilibrium geometry.

Output
E_HOMO in Eh: -0.3431
SMILES: C[C@H](O)[C@H](N)C(N)=O

Atoms and positions in Å:
1 C -1.2046 -1.5722 -0.0547
2 C -1.0522 -0.0382 -0.1668
3 O -0.7084 0.1782 -1.5521
4 C 0.0956 0.5459 0.7083
5 N -0.2052 1.9440 0.9426
6 C 1.4286 0.4061 -0.0384
7 N 1.9431 -0.8416 -0.1728
8 O 1.9786 1.4041 -0.4485
9 H -2.1414 -1.8657 0.4166
10 H -1.2460 -1.9341 -1.0778
11 H -0.4038 -2.0586 0.4946
12 H -2.0033 0.4069 0.0084
13 H -0.7771 1.1037 -1.8000
14 H 0.0215 0.0674 1.6786
15 H 0.0357 2.5516 0.1744
16 H 0.2235 2.3088 1.7814
17 H 1.3194 -1.6181 -0.0668
18 H 2.6961 -0.9882 -0.8270

=====

[6]
ORCA calculation (the ωB97M-V functional and the def2-TZVPD basis) on 6 unconnected molecules or ions with the total composition C41H47BrCl2F3N2O20P in a non-equilibrium geometry.

Output
E_HOMO in Eh: -0.3145
SMILES: C=CCc1c(Cl)c(CCCBr)c(CCCCN)c2c1C(=O)c1cc(Cl)c(COC(F)(F)F)c(P(=N)(O)O)c1C2=O.O=C1OCCO1.O=C1OCCO1.O=C1OCCO1.O=C1OCCO1.O=C1OCCO1

Atoms and positions in Å:
1 C 1.7789 -2.0275 2.6055
2 C 2.1742 -2.5941 1.4546
3 C 1.1711 -2.6364 0.2843
4 C 0.1249 -1.5430 0.4062
5 C -1.2047 -1.8330 0.6718
6 Cl -1.6447 -3.5139 0.8884
7 C -2.1594 -0.8259 0.7664
8 C -3.5913 -1.2578 1.0209
9 C -4.1303 -0.8715 2.4328
10 C -4.2245 -2.0576 3.4056
11 Br -5.7566 -1.7457 4.6308
12 C -1.7840 0.5120 0.6383
13 C -2.9061 1.5404 0.7441
14 C -2.7689 2.5776 1.8899
15 C -3.4525 3.9024 1.4379
16 C -4.4734 4.4474 2.5089
17 N -4.4789 5.9142 2.5443
18 C -0.4399 0.8424 0.4052
19 C 0.4828 -0.2097 0.2798
20 C 1.8935 0.1794 -0.0248
21 O 2.6738 -0.5016 -0.6690
22 C 2.3916 1.5246 0.4544
23 C 3.7389 1.6341 0.6934
24 C 4.2032 2.8557 1.1332
25 Cl 5.9339 2.9408 1.4138
26 C 3.3662 3.9338 1.3440
27 C 4.0036 5.2494 1.8058
28 O 3.7488 6.3288 0.8914
29 C 4.3820 6.1997 -0.2868
30 F 5.6496 5.7687 -0.2101
31 F 4.4287 7.4280 -0.8464
32 F 3.7078 5.4206 -1.1643
33 C 1.9790 3.8334 1.1134
34 P 0.8515 5.2346 1.4209
35 N 1.4421 6.3462 2.3400
36 O -0.5186 4.7035 2.1351
37 O 0.5386 5.8761 -0.0214
38 C 1.5227 2.5863 0.6344
39 C 0.0589 2.2815 0.2602
40 O -0.6693 3.1478 -0.1793
41 H 2.4928 -1.4230 3.1729
42 H 0.7408 -2.1419 2.9193
43 H 3.1455 -3.0638 1.2942
44 H 1.6918 -2.4977 -0.6682
45 H 0.7333 -3.6400 0.2456
46 H -3.7748 -2.3190 0.8452
47 H -4.2153 -0.7210 0.2905
48 H -5.1552 -0.5007 2.2840
49 H -3.5765 -0.0260 2.8584
50 H -4.4355 -3.0129 2.9235
51 H -3.3604 -2.1083 4.0724
52 H -2.8911 2.1112 -0.1947
53 H -3.9043 1.1024 0.8144
54 H -1.7042 2.6978 2.0886
55 H -3.2530 2.2580 2.8225
56 H -2.7351 4.6812 1.1666
57 H -4.0618 3.7229 0.5379
58 H -5.4726 4.1184 2.1864
59 H -4.2754 3.9929 3.4849
60 H -3.7221 6.2381 3.1352
61 H -4.3696 6.3030 1.6162
62 H 4.4457 0.8234 0.5396
63 H 3.4806 5.5269 2.7276
64 H 5.0563 5.1432 2.0679
65 H 0.8459 6.4464 3.1572
66 H -0.2548 4.0095 2.7580
67 H -0.2572 6.4247 0.0190
68 O 1.7595 3.0700 -6.7937
69 C 1.9332 3.7225 -5.8172
70 O 0.9471 4.3547 -5.1290
71 C 1.5090 4.8341 -3.9041
72 C 2.9756 4.9423 -4.2392
73 O 3.1439 3.9357 -5.2403
74 H 1.0693 5.7875 -3.6214
75 H 1.3114 4.1058 -3.1144
76 H 3.2377 5.9124 -4.6672
77 H 3.6155 4.7490 -3.3843
78 O -3.3584 -5.9300 1.7193
79 C -2.6303 -6.8597 1.5950
80 O -1.2818 -6.7641 1.4879
81 C -0.7425 -8.0818 1.5828
82 C -1.9062 -8.9428 1.1546
83 O -3.0346 -8.1543 1.5381
84 H 0.1256 -8.1925 0.9369
85 H -0.4420 -8.2668 2.6164
86 H -1.9361 -9.0995 0.0744
87 H -1.9214 -9.9097 1.6526
88 O 1.1776 -5.1835 -1.7121
89 C 0.6296 -4.5681 -2.5702
90 O -0.5786 -3.9654 -2.4315
91 C -0.7895 -3.1476 -3.5865
92 C 0.0954 -3.7999 -4.6170
93 O 1.1311 -4.3804 -3.8153
94 H -1.8381 -3.1448 -3.8751
95 H -0.4829 -2.1250 -3.3540
96 H -0.4134 -4.5924 -5.1639
97 H 0.5078 -3.0888 -5.3287
98 O -1.4448 -5.1142 -7.2599
99 C -0.4281 -5.3311 -7.8357
100 O -0.1627 -6.4655 -8.5277
101 C 1.0485 -6.2563 -9.2575
102 C 1.7281 -5.1695 -8.4605
103 O 0.6220 -4.4722 -7.8834
104 H 1.6339 -7.1714 -9.3076
105 H 0.7985 -5.9389 -10.2718
106 H 2.3532 -5.5660 -7.6579
107 H 2.3266 -4.5042 -9.0784
108 O -0.1186 0.4873 3.8223
109 C 0.3109 0.4053 4.9282
110 O -0.4487 0.1792 6.0283
111 C 0.4357 -0.0798 7.1206
112 C 1.7093 0.6003 6.6795
113 O 1.6226 0.5272 5.2549
114 H 0.0379 0.3285 8.0468
115 H 0.5535 -1.1597 7.2306
116 H 1.7489 1.6501 6.9775
117 H 2.6032 0.0967 7.0402

=====

[7]
ORCA calculation (the ωB97M-V functional and the def2-TZVPD basis) on a molecular structure, C36H57BN7O2Pr in a non-equilibrium geometry.

Output
Multiplicity: 3
Net charge: +2
E_HOMO (spin up / spin down) in Eh: -0.4955 / -0.4956

Atoms and positions in Å:
1 Pr 0.2273 -0.2786 0.4912
2 C -3.5408 3.7793 -0.9082
3 C -3.2024 2.3160 -0.6184
4 C -3.7689 1.2122 -1.2103
5 C -2.9930 0.0758 -0.7250
6 N -2.0128 0.5505 0.0570
7 N -2.1115 1.8930 0.0780
8 B -1.2672 2.8536 0.9559
9 N -1.2444 2.2526 2.4045
10 N -0.7164 0.9870 2.5293
11 C -0.7881 0.7079 3.8241
12 C -1.2569 1.7908 4.5441
13 C -1.5590 2.7513 3.5837
14 C -2.2609 4.0144 3.7615
15 C -0.3372 -0.5873 4.4630
16 C -1.4661 -1.4493 5.1067
17 C 0.6370 -0.2596 5.6336
18 C 0.4303 -1.4581 3.4450
19 N 0.1566 3.0925 0.3178
20 N 1.0373 2.0427 0.2513
21 C 2.1458 2.5365 -0.3684
22 C 1.9828 3.8404 -0.6951
23 C 0.6759 4.1739 -0.2543
24 C -0.0333 5.4498 -0.4982
25 C 3.4492 1.8075 -0.4749
26 C 4.1238 1.9326 -1.8235
27 C 3.1529 0.3476 -0.0981
28 C 4.4697 2.3907 0.6327
29 C -3.3700 -1.3680 -0.9784
30 C -2.3361 -2.3507 -0.5250
31 C -4.7077 -1.6584 -0.2794
32 C -3.4458 -1.5921 -2.4521
33 H -4.3439 3.8828 -1.6420
34 H -2.6833 4.1908 -1.3716
35 H -3.7070 4.3312 0.0018
36 H -4.6068 1.1765 -1.9514
37 H -1.7550 3.9670 1.0973
38 H -1.4880 1.7234 5.5731
39 H -2.3358 4.3457 4.7827
40 H -3.3062 3.9017 3.4712
41 H -1.9195 4.9382 3.1801
42 H -2.0071 -0.8154 5.8464
43 H -1.2529 -2.2835 5.6977
44 H -2.1880 -1.7450 4.3568
45 H 0.1986 0.5371 6.2451
46 H 1.5928 0.0804 5.2520
47 H 0.8024 -1.1843 6.1794
48 H -0.2656 -1.8574 2.6614
49 H 0.7629 -2.4478 3.8184
50 H 1.3278 -1.0016 3.1090
51 H 2.6151 4.4624 -1.2872
52 H -0.3900 5.5056 -1.5176
53 H 0.7089 6.2426 -0.4381
54 H -0.9486 5.5722 0.1184
55 H 3.4595 1.6786 -2.6537
56 H 4.9883 1.3447 -2.0156
57 H 4.4454 2.9394 -1.9525
58 H 2.6243 -0.1060 -0.9435
59 H 2.5902 0.3720 0.8391
60 H 4.1816 -0.1214 0.0211
61 H 4.4636 3.4909 0.4999
62 H 5.4183 1.9523 0.5502
63 H 4.0469 2.1843 1.6082
64 H -1.9585 -2.1528 0.5006
65 H -1.4428 -2.3406 -1.1772
66 H -2.8256 -3.3054 -0.4606
67 H -4.6393 -1.5638 0.8001
68 H -5.0076 -2.6354 -0.5713
69 H -5.5674 -1.0279 -0.6275
70 H -2.4490 -1.5159 -2.8826
71 H -4.2005 -0.8731 -2.8497
72 H -3.6808 -2.5903 -2.6854
73 C -0.5710 1.2092 -3.1649
74 C 0.0513 -0.1657 -3.0359
75 O 0.2310 -0.5804 -1.9119
76 C 0.5428 -0.9795 -4.1347
77 C 1.5558 -1.8805 -3.8431
78 C 2.0365 -2.7817 -4.7901
79 C 1.4664 -2.6518 -6.0833
80 C 0.4372 -1.7684 -6.3441
81 C 0.0214 -0.8646 -5.4057
82 H -0.6215 1.5615 -4.1585
83 H 0.0148 1.8766 -2.4552
84 H -1.5366 1.0715 -2.6597
85 H 1.8609 -1.8786 -2.8021
86 H 2.7551 -3.5280 -4.5143
87 H 1.8281 -3.2686 -6.8546
88 H 0.0731 -1.7365 -7.3375
89 H -0.8027 -0.2078 -5.5961
90 C 2.7041 -5.5822 0.0723
91 N 1.7215 -4.5176 0.1846
92 C 0.3709 -4.7617 -0.4067
93 C 2.0614 -3.3177 0.6299
94 C 3.3322 -3.0359 1.3823
95 O 1.2837 -2.3252 0.4849
96 H 2.1663 -6.5576 0.0771
97 H 3.3018 -5.6108 0.9767
98 H 3.2980 -5.6197 -0.8717
99 H 0.5214 -4.8151 -1.4995
100 H -0.2944 -3.8708 -0.1237
101 H -0.1509 -5.6714 -0.0055
102 H 3.8049 -3.8953 1.8821
103 H 3.0924 -2.3557 2.1633
104 H 4.1166 -2.5380 0.7929

=====

[8]
ORCA calculation (the ωB97M-V functional and the def2-TZVPD basis) on 2 unconnected molecules or ions with the total composition C5H8NO4 in a non-equilibrium geometry.

Output
Net charge: +1
E_HOMO in Eh: -0.5203

Atoms and positions in Å:
1 C 1.2447 3.0190 -2.2007
2 C 0.7842 -0.0560 1.3853
3 C -1.8779 1.1934 -1.7376
4 C -1.3984 0.6180 -0.6508
5 C 0.3895 -0.7768 -0.0292
6 N 1.0503 -1.8530 -0.3531
7 O 1.0718 1.9149 -1.9389
8 O 2.0053 -0.7407 1.6951
9 O 1.4277 4.1260 -2.3841
10 O -0.5263 -0.4293 -0.8228
11 H 0.1006 -0.2627 2.2323
12 H -2.8050 1.8042 -1.6144
13 H -1.7727 0.9345 -2.8054
14 H -1.6681 1.0818 0.2856
15 H 1.0239 1.0469 1.1594
16 H 2.0046 -1.2948 2.5206
17 H 1.8382 -2.1370 0.1714
18 H 0.6932 -2.2526 -1.2228

=====

Here are the calculated energy numbers, same order: -12278.26960; -10304.92519; -110050.53830; -9909.15526; -11385.57289; -199738.84284; -67520.33126; -14986.94265 (eV).
Here are the calculated relative energy (zero: lowest compared OMol25 entry of this formula, charge and spin) numbers, same order: 788.04; 451.39; 21.64; 54.11; 128.32; 140.63; 108.76; 0.00 (kJ/mol).